Computed, not measured: C9H9O4P in the gas phase at a distorted geometry, with ωB97M-V with the def2-TZVPD basis set.

```
23
Properties=species:S:1:pos:R:3:lowdin_charge:R:1
C 1.75 -0.63 -3.11 0.069
C -3.70 1.86 -0.66 0.020
C 0.57 -0.11 3.01 -0.201
C 1.31 0.16 -2.12 -0.129
C -2.61 1.43 -0.06 -0.148
C 1.23 -1.46 3.15 -0.077
C 0.99 -0.35 -0.75 -0.503
C -1.18 1.75 -0.37 -0.528
C 0.45 -2.52 3.27 -0.168
O 1.31 -1.41 -0.27 0.037
O -0.84 2.64 -1.09 0.015
O -0.23 -3.39 3.58 0.203
O -0.12 0.09 1.70 -0.424
P 0.39 1.01 0.48 1.049
H 2.01 -0.16 -4.06 0.064
H 1.92 -1.69 -3.10 0.067
H -4.60 1.59 -0.11 0.058
H -3.83 2.62 -1.52 0.104
H 1.31 0.75 3.18 0.133
H -0.19 -0.09 3.80 0.112
H 1.10 1.13 -2.27 0.038
H -2.82 0.70 0.81 0.122
H 2.25 -1.50 2.97 0.085
```

Properties
- Kohn-Sham gap (eV) = 8.46
- structure (SMILES) = C=CC(=O)P(OCC=C=O)C(=O)C=C
- largest force on an atom (Eh/bohr) = 0.0914
- electronic energy (hartree) = -990.5231
- energy relative to the best compared isomer or geometry (same formula, charge and spin) (eV) = 0.000

Computed, not measured: a molecular structure, C2H2OS at a distorted geometry, with ωB97M-V with the def2-TZVPD basis set.

```
6
Properties=species:S:1:pos:R:3:lowdin_charge:R:1
C 1.20 0.19 1.66 -0.756
C 0.26 0.13 0.01 -0.252
O 1.30 -0.37 2.71 0.060
S 1.79 1.06 0.46 0.958
H 0.39 -0.91 -0.09 0.015
H -0.59 0.67 0.10 -0.024
```

Properties
- Kohn-Sham gap (eV) = 9.19
- largest force on an atom (Eh/bohr) = 0.0986
- electronic energy (hartree) = -550.7319
- energy relative to the best compared isomer or geometry (same formula, charge and spin) (eV) = 1.532

Computed, not measured: a molecular structure, C4H8N2O, with ωB97M-V with the def2-TZVPD basis set.

```
15
Properties=species:S:1:pos:R:3:lowdin_charge:R:1
O 2.87 -0.95 -0.14 -0.024
C 1.74 -0.46 -0.03 -0.696
N 0.67 -1.41 0.11 0.021
C -0.71 -1.04 -0.13 -0.201
C -0.92 0.28 0.55 -0.159
C -0.95 1.44 -0.20 0.021
N 1.36 0.82 0.07 0.038
H 0.93 -2.32 -0.26 0.122
H -0.99 -0.94 -1.20 0.124
H -1.37 -1.80 0.32 0.125
H -0.89 0.36 1.63 0.147
H -2.12 0.86 0.15 0.214
H -0.92 2.41 0.29 0.114
H -0.91 1.38 -1.28 0.109
H 2.21 1.37 0.15 0.046
```

Properties
- Kohn-Sham gap (eV) = 7.40
- largest force on an atom (Eh/bohr) = 0.0076
- electronic energy (hartree) = -341.8205
- energy relative to the best compared isomer or geometry (same formula, charge and spin) (eV) = 4.982

Computed, not measured: a gas-phase ion, C2H2ClO3P (charge -2) at a distorted geometry, with ωB97M-V with the def2-TZVPD basis set.

```
9
Properties=species:S:1:pos:R:3:lowdin_charge:R:1
C 0.01 -0.13 -0.11 -0.124
C -0.52 -0.89 -1.08 -0.715
O -0.06 -1.40 -2.11 -0.165
O -3.16 -0.69 -2.40 -0.480
O -2.88 -2.28 -0.49 -0.461
P -2.44 -1.02 -1.10 0.296
Cl -3.14 0.63 0.61 -0.239
H -0.52 0.32 0.67 -0.070
H 1.02 -0.18 0.00 -0.042
```

Properties
- Kohn-Sham gap (eV) = 6.20
- total charge = -2
- structure (SMILES) = C=C([O-])[P@@](=O)([O-])Cl
- largest force on an atom (Eh/bohr) = 0.0672
- electronic energy (hartree) = -1104.7258
- energy relative to the best compared isomer or geometry (same formula, charge and spin) (eV) = 0.514

Computed, not measured: 2 unconnected molecules or ions with the total composition C12H19BO at a distorted geometry, with ωB97M-V with the def2-TZVPD basis set.

```
33
Properties=species:S:1:pos:R:3:lowdin_charge:R:1
B 0.14 0.23 0.34 0.090
C 4.34 1.06 1.11 -0.097
C 3.40 1.93 1.55 -0.087
C 3.97 -0.11 0.49 -0.100
C 2.03 1.65 1.34 -0.046
C 2.68 -0.41 0.33 -0.061
C 1.66 0.46 0.73 -0.141
C -1.57 0.90 2.08 -0.055
C -1.35 2.60 0.14 -0.095
C 0.08 -1.17 -2.28 -0.033
C -0.97 -3.40 -1.49 -0.040
C -1.23 1.13 0.55 -0.338
C -0.80 -1.85 -1.17 -0.534
O -0.29 -1.75 0.11 -0.153
H 5.41 1.31 1.23 0.124
H 3.66 2.97 1.94 0.132
H 4.69 -0.83 0.23 0.101
H 1.16 2.18 1.87 0.138
H 2.48 -1.43 -0.04 0.126
H -2.63 0.52 2.22 0.096
H -1.64 1.95 2.43 0.074
H -0.81 0.33 2.63 0.078
H -2.39 2.77 0.08 0.065
H -0.76 3.33 0.75 0.091
H -0.82 2.81 -0.79 0.073
H -0.15 -0.17 -2.24 0.037
H 1.13 -1.44 -2.10 0.082
H -0.14 -1.67 -3.22 0.073
H -1.45 -3.47 -2.51 0.098
H -1.51 -3.86 -0.78 0.017
H -0.04 -3.91 -1.41 0.064
H -1.92 0.50 -0.10 0.122
H -1.79 -1.43 -1.12 0.102
```

Properties
- Kohn-Sham gap (eV) = 8.58
- largest force on an atom (Eh/bohr) = 0.0929
- electronic energy (hartree) = -568.6239
- energy relative to the best compared isomer or geometry (same formula, charge and spin) (eV) = 3.918

Computed, not measured: 2 unconnected molecules or ions with the total composition C7H6Br2S at a distorted geometry, with ωB97M-V with the def2-TZVPD basis set.

```
16
Properties=species:S:1:pos:R:3:lowdin_charge:R:1
C 0.30 -2.82 -0.11 -0.154
C -0.24 -1.74 0.59 -0.119
C 0.89 -2.45 -1.29 -0.374
C -0.06 -0.52 -0.06 -0.614
C -0.72 3.16 -0.06 0.046
C -0.24 1.95 -0.39 -0.271
C -0.48 0.75 0.34 -0.730
S 0.82 -0.76 -1.56 1.071
Br 1.93 1.18 2.11 -0.152
Br -1.69 0.81 1.79 0.827
H 0.26 -3.84 0.23 0.110
H -0.73 -1.82 1.54 0.095
H 1.36 -3.08 -2.01 0.069
H -0.48 4.03 -0.65 0.070
H -1.33 3.31 0.80 0.038
H 0.40 1.83 -1.25 0.089
```

Properties
- Kohn-Sham gap (spin up / spin down) (eV) = 6.65 / 4.98
- largest force on an atom (Eh/bohr) = 0.0288
- electronic energy (hartree) = -5816.4723
- energy relative to the best compared isomer or geometry (same formula, charge and spin) (eV) = 1.116

Computed, not measured: 2 unconnected molecules or ions with the total composition CH4OSSi at a distorted geometry, with ωB97M-V with the def2-TZVPD basis set.

```
8
Properties=species:S:1:pos:R:3:lowdin_charge:R:1
C -0.69 -0.67 -1.09 -0.334
O -1.97 -2.87 -1.34 -0.605
Si 1.08 1.44 1.17 0.727
S -1.44 -1.89 -0.35 0.721
H -0.59 -0.60 -2.16 -0.029
H 0.95 0.57 2.31 -0.158
H 0.44 2.74 1.21 -0.161
H 2.21 1.28 0.26 -0.161
```

Properties
- Kohn-Sham gap (spin up / spin down) (eV) = 8.16 / 6.09
- largest force on an atom (Eh/bohr) = 0.0320
- electronic energy (hartree) = -803.1948
- energy relative to the best compared isomer or geometry (same formula, charge and spin) (eV) = 4.317

Computed, not measured: C5H11FN2 in the gas phase at a distorted geometry, with ωB97M-V with the def2-TZVPD basis set.

```
19
Properties=species:S:1:pos:R:3:lowdin_charge:R:1
C 0.43 -0.10 -0.44 -0.475
C -0.28 -0.63 -1.77 -0.022
C 0.18 -1.32 0.59 -0.098
C -0.41 -0.52 1.88 -0.204
C -0.44 1.16 0.18 -0.162
H 1.61 1.11 -1.50 0.020
H 2.12 1.15 0.02 0.109
H 0.36 -1.28 -2.55 0.166
H -1.23 -1.07 -1.42 0.093
H 1.29 -1.84 0.61 0.148
H -0.65 -1.99 -0.03 0.132
H -1.11 -1.10 2.41 0.084
H 0.51 0.07 2.45 0.160
H -1.60 0.97 1.84 0.066
H 0.13 2.11 0.64 0.134
H -0.95 1.58 -0.86 0.151
N 1.74 0.51 -0.76 0.038
N -1.17 0.44 1.18 -0.136
F -0.53 0.74 -2.46 -0.203
```

Properties
- Kohn-Sham gap (eV) = 9.50
- structure (SMILES) = N[C@@]1(CF)CCNC1
- largest force on an atom (Eh/bohr) = 0.0948
- electronic energy (hartree) = -406.3401
- energy relative to the best compared isomer or geometry (same formula, charge and spin) (eV) = 3.897

Computed, not measured: 3 unconnected molecules or ions with the total composition C2H9NO at a distorted geometry, with ωB97M-V with the def2-TZVPD basis set.

```
13
Properties=species:S:1:pos:R:3:lowdin_charge:R:1
N -0.58 -0.65 -1.00 0.036
H -1.26 -0.70 -1.74 0.029
H -3.94 0.98 -0.66 0.002
H -0.78 -1.05 -0.15 -0.037
H -0.20 0.26 -0.73 0.012
C 2.12 0.00 0.22 -0.168
O 1.50 1.29 0.24 -0.061
C 1.04 0.28 1.17 -0.170
H 1.77 -0.68 -0.57 0.096
H 3.14 -0.14 0.49 0.099
H 0.19 -0.36 0.95 0.067
H 1.20 0.42 2.19 0.094
H -4.19 0.35 -0.39 0.001
```

Properties
- Kohn-Sham gap (eV) = 10.91
- structure (SMILES) = [H][H].C1CO1.N
- largest force on an atom (Eh/bohr) = 0.0529
- electronic energy (hartree) = -211.4718
- energy relative to the best compared isomer or geometry (same formula, charge and spin) (eV) = 3.083

Computed, not measured: C2H6N2O in the gas phase at a distorted geometry, with ωB97M-V with the def2-TZVPD basis set.

```
11
Properties=species:S:1:pos:R:3:lowdin_charge:R:1
N 0.11 -0.25 -1.62 -0.007
C 0.69 -0.67 -0.34 -0.193
C -0.05 -0.22 0.95 -0.540
N -0.57 1.03 0.94 0.155
O -0.28 -1.02 1.84 0.045
H -0.11 0.75 -1.64 0.051
H -0.85 -0.62 -1.60 0.075
H 1.70 -0.26 -0.22 0.114
H 0.81 -1.75 -0.35 0.111
H -0.49 1.71 0.22 0.084
H -0.97 1.31 1.82 0.106
```

Properties
- Kohn-Sham gap (eV) = 10.09
- structure (SMILES) = NCC(N)=O
- largest force on an atom (Eh/bohr) = 0.0429
- electronic energy (hartree) = -264.5650
- energy relative to the best compared isomer or geometry (same formula, charge and spin) (eV) = 0.606

Computed, not measured: 3 unconnected molecules or ions with the total composition H6O3 at a distorted geometry, with ωB97M-V with the def2-TZVPD basis set.

```
9
Properties=species:S:1:pos:R:3:lowdin_charge:R:1
O -0.23 -0.63 -2.87 -0.081
H 0.37 -0.53 -2.15 -0.036
H -0.05 0.10 -3.53 0.065
O 0.76 -0.22 -0.02 -0.158
H 1.45 0.53 0.03 0.072
H 0.23 0.23 0.81 0.066
O -0.65 0.44 2.32 -0.033
H -0.54 -0.50 2.48 0.061
H -1.35 0.60 2.93 0.044
```

Properties
- Kohn-Sham gap (eV) = 11.20
- structure (SMILES) = O.O.O
- largest force on an atom (Eh/bohr) = 0.1023
- electronic energy (hartree) = -229.2915
- energy relative to the best compared isomer or geometry (same formula, charge and spin) (eV) = 0.914

Computed, not measured: C5H12N2O in the gas phase at a distorted geometry, with ωB97M-V with the def2-TZVPD basis set.

```
20
Properties=species:S:1:pos:R:3:lowdin_charge:R:1
C -0.57 0.29 0.13 -0.209
N -0.76 -0.35 1.36 0.040
C -0.73 0.28 2.68 -0.516
N -0.74 1.70 2.73 0.129
O -1.03 -0.39 3.65 0.039
C 0.89 0.14 -0.53 -0.210
C 1.05 -1.08 -1.38 -0.248
C 0.24 -0.75 -2.71 -0.095
H -1.29 -0.24 -0.63 0.139
H -0.81 1.33 0.12 0.092
H -0.65 -1.33 1.46 0.120
H 0.12 2.24 2.40 0.134
H -1.32 2.06 3.38 0.038
H 0.90 1.10 -1.12 0.122
H 1.76 0.25 0.00 0.071
H 2.05 -1.19 -1.52 0.064
H 0.68 -2.04 -0.98 0.113
H 0.03 -1.63 -3.36 0.074
H -0.67 -0.31 -2.38 0.021
H 0.88 -0.06 -3.32 0.083
```

Properties
- Kohn-Sham gap (eV) = 9.97
- structure (SMILES) = CCCCNC(N)=O
- largest force on an atom (Eh/bohr) = 0.1127
- electronic energy (hartree) = -382.4319
- energy relative to the best compared isomer or geometry (same formula, charge and spin) (eV) = 1.921